(1)
9
Properties=species:S:1:pos:R:3:forces:R:3 method="wB97M-V/def2-TZVPD" e_lumo_ev=0.11 de_lowest_ev=1.9033 e_tot_ev=-13545.3177
N -0.848938 -1.097938 -1.269866 0.16 0.18 0.46
O -2.016580 -0.571090 1.082401 0.94 -1.50 -1.81
O -1.426025 1.642337 -0.492977 0.32 -0.57 0.05
Si -1.379936 0.142670 -0.226303 -0.41 0.41 -0.08
H -1.047864 -2.048745 -1.042206 -0.81 -0.54 0.46
H 0.130585 -1.163173 -1.458673 0.64 0.76 -0.59
H -2.353942 -0.147607 1.830086 -0.81 1.28 1.51
H 1.854741 1.710382 0.351710 0.33 -0.86 0.58
H 2.122886 1.112227 0.766462 -0.35 0.84 -0.58


(2)
11
Properties=species:S:1:pos:R:3:forces:R:3 method="wB97M-V/def2-TZVPD" e_lumo_ev=-0.96 de_lowest_ev=2.1230 e_tot_ev=-26424.0613
N 1.203339 0.976297 -0.226876 -0.88 1.82 2.27
O 1.515928 -0.965869 -1.595359 -0.11 -1.01 -0.91
O 2.374838 -1.198889 0.757723 -0.91 1.29 -1.08
O -0.457222 -1.109266 0.661291 3.55 -0.78 -1.02
Si -1.709848 -0.180654 0.293072 0.80 0.95 -1.20
S 1.515764 -0.629494 -0.237352 -3.24 0.11 2.68
H 0.233824 1.233835 -0.614370 1.80 -1.08 0.05
H 1.184187 1.437395 0.745250 0.42 -1.36 -1.64
H -1.444162 1.072171 1.119193 -1.02 -0.33 -0.09
H -1.463969 0.357925 -1.137378 -0.39 -0.11 0.54
H -2.952681 -0.993450 0.234805 -0.02 0.50 0.41


(3)
9
Properties=species:S:1:pos:R:3:forces:R:3 method="wB97M-V/def2-TZVPD" smiles="N[SiH]=O.S" e_lumo_ev=0.32 de_lowest_ev=2.3193 e_tot_ev=-22331.9048
N 0.447814 -0.784990 1.047616 0.53 0.48 1.63
O 0.680619 -3.156355 -0.401088 0.33 -0.91 -1.80
Si 0.168927 -2.438554 0.794684 -0.18 0.08 2.64
S 0.714668 1.831713 -2.824332 2.49 0.59 -0.79
H 0.655596 -0.349766 1.971772 -0.84 -0.78 -0.85
H 1.180549 -0.429705 0.458334 0.03 0.11 -0.73
H 0.398762 3.034119 -3.332957 0.01 -0.12 0.08
H -0.374414 -3.239148 2.006982 0.13 1.04 -0.91
H -0.468525 1.592350 -2.468388 -2.50 -0.48 0.73


(4)
8
Properties=species:S:1:pos:R:3:forces:R:3 method="wB97M-V/def2-TZVPD" e_lumo_ev="-0.04 / -0.04" de_lowest_ev=5.1964 e_tot_ev=-11492.6000
N -1.838346 0.154425 -0.014389 -0.45 0.88 0.10
O -0.874597 -0.800453 -0.013125 3.92 -0.64 0.06
Si 1.365584 -0.290467 0.018673 -4.41 -0.05 -0.10
H -1.758650 0.759641 0.803636 0.00 0.02 -0.28
H -1.814398 0.700226 -0.873243 0.07 0.11 0.18
H 1.378749 0.638384 1.144482 0.29 0.05 0.22
H 2.013962 -1.567800 0.186271 0.29 -0.36 0.04
H 1.527698 0.406047 -1.252304 0.29 -0.01 -0.21


(5)
9
Properties=species:S:1:pos:R:3:forces:R:3 method="wB97M-V/def2-TZVPD" smiles="N=[SiH2].O=[SiH2]" e_lumo_ev=-0.85 de_lowest_ev=5.0616 e_tot_ev=-19370.9794
N -0.539707 -0.907010 1.357633 -1.52 0.19 -0.73
O 1.311679 1.951428 -1.869780 -0.32 0.43 0.51
Si 1.443886 0.703861 -1.014549 1.27 -1.27 -2.46
Si -1.978058 -0.593893 0.689983 0.07 1.53 -0.87
H -0.342284 -0.930875 2.331358 0.01 -0.33 0.89
H 1.052982 0.290741 0.284078 -0.27 0.27 1.08
H 2.112809 -0.483977 -1.765106 -0.46 0.70 0.75
H -1.782344 -0.164278 -0.741030 -0.07 -0.63 0.34
H -3.442206 -0.053885 0.947713 1.30 -0.90 0.50


(6)
10
Properties=species:S:1:pos:R:3:forces:R:3 method="wB97M-V/def2-TZVPD" smiles="[H]/N=P/S.PS" e_lumo_ev=-0.86 de_lowest_ev=1.6313 e_tot_ev=-41817.6946
N -0.144317 -0.863619 0.180870 -0.13 -1.07 -0.27
P -0.760791 -1.814867 -0.869182 0.43 0.40 -1.58
P 0.944122 1.297357 0.841803 -0.38 -1.02 0.60
S 2.521109 -0.192968 1.354115 1.15 2.81 0.61
S 0.033425 -1.079341 -2.860468 -0.34 -0.32 1.62
H -0.156081 -1.183940 1.146974 -0.69 0.00 -0.02
H 1.731531 -1.122687 1.030835 -1.05 -1.83 -0.71
H 1.503581 2.408842 1.457463 0.58 0.35 0.80
H 0.075532 0.903794 1.994279 0.81 0.80 -1.02
H 1.073864 -0.386259 -2.331220 -0.38 -0.14 -0.03


(7)
8
Properties=species:S:1:pos:R:3:forces:R:3 method="wB97M-V/def2-TZVPD" total_charge=-1 e_lumo_ev=4.30 de_lowest_ev=0.1860 e_tot_ev=-15012.9338
S -0.154130 -0.162795 0.727606 0.78 0.48 -0.24
H -1.353537 -0.579401 1.028139 -0.94 -0.43 0.27
H -1.096713 1.763698 -0.123606 0.29 1.07 -0.27
H -1.999907 2.203125 -1.200284 -0.65 -0.05 -0.78
O -1.379585 2.609329 -0.611044 0.51 -1.05 1.06
H 1.021405 -2.023724 -0.257914 -0.96 -0.29 0.24
H 2.225852 -1.368441 -0.567155 -0.09 -1.58 -0.53
O 1.838207 -2.283145 -0.704066 1.06 1.86 0.25


(8)
8
Properties=species:S:1:pos:R:3:forces:R:3 method="wB97M-V/def2-TZVPD" total_charge=-1 e_lumo_ev=4.30 de_lowest_ev=0.0000 e_tot_ev=-15013.1199
S 0.306014 0.906706 -0.998599 0.13 -0.03 -0.01
H -0.753938 1.671124 -0.696265 0.02 0.03 0.05
H 2.178987 -0.400855 1.765491 -0.05 -0.07 0.28
H 0.967853 0.147998 1.099501 -0.37 0.08 0.29
O 1.264067 -0.187371 1.985774 0.32 0.07 -0.60
H -1.839252 -1.131756 0.643940 0.00 -0.10 0.02
H -1.039075 -0.820679 -0.596094 -0.30 -0.27 0.00
O -1.727874 -1.457152 -0.254988 0.24 0.28 -0.04


(9)
8
Properties=species:S:1:pos:R:3:forces:R:3 method="wB97M-V/def2-TZVPD" e_lumo_ev="0.43 / -3.36" spin_multiplicity=2 de_lowest_ev=0.1179 e_tot_ev=-15009.6550
S 0.407211 0.363552 -0.178596 -0.09 -0.18 0.35
H 1.443599 -0.161718 -0.829204 0.21 -0.06 -0.20
H -1.206614 1.980407 -0.982060 -0.43 -0.03 -0.11
H -0.460638 3.140903 -1.454443 -0.24 0.34 -0.22
O -1.374033 2.825612 -1.416048 0.54 -0.09 0.18
H -0.292702 -2.358203 1.702277 0.19 -0.41 0.06
H 1.146882 -2.691910 1.429559 0.42 0.06 -0.10
O 0.336292 -3.098644 1.728517 -0.61 0.37 0.04


(10)
8
Properties=species:S:1:pos:R:3:forces:R:3 method="wB97M-V/def2-TZVPD" total_charge=-1 e_lumo_ev=4.75 de_lowest_ev=0.1553 e_tot_ev=-6224.4751
O 1.505046 1.447252 -0.921728 0.10 -0.13 0.25
H 0.680300 0.952835 -0.407529 0.17 0.36 -0.21
O -0.994765 -2.035273 0.691113 0.19 0.06 0.25
H -0.559547 -2.390127 1.469554 0.03 0.00 0.02
H -0.722389 -1.063022 0.660942 -0.46 0.02 -0.42
O -0.476252 0.507135 0.246467 0.30 -0.14 0.06
H 1.231487 1.520766 -1.836138 -0.11 -0.09 -0.11
H -1.012218 1.294926 0.142216 -0.23 -0.09 0.16